No. 1
C5H7FOS as an isolated structure in a non-equilibrium geometry. Source: OMol25; level of theory: ωB97M-V/def2-TZVPD.

CARTESIAN COORDINATES (ANGSTROEM)
1 C 0.89 -0.50 0.09
2 C 0.58 -1.50 -0.93
3 C -0.86 -1.11 -0.73
4 C -0.42 0.23 -0.08
5 C -0.97 0.81 1.25
6 H 3.36 0.25 1.70
7 H 0.80 -0.64 1.15
8 H 0.98 -2.61 -0.94
9 H 0.94 -1.10 -1.85
10 H -0.28 0.98 -1.06
11 H -0.19 1.61 1.61
12 H -1.44 0.15 2.06
13 O -2.00 -1.48 -1.07
14 F -2.05 1.68 0.86
15 S 2.19 0.66 0.03

Summary:
Highest occupied orbital energy in eV: -9.4
Frontier orbital gap in eV: 7.861

What are the Löwdin partial charges on each atom? They are as follows, in elementary charge units: atom 1 (C): -0.839, atom 2 (C): -0.102, atom 3 (C): -0.305, atom 4 (C): -0.272, atom 5 (C): -0.110, atom 6 (H): 0.112, atom 7 (H): 0.088, atom 8 (H): 0.174, atom 9 (H): 0.105, atom 10 (H): 0.215, atom 11 (H): 0.143, atom 12 (H): 0.151, atom 13 (O): 0.088, atom 14 (F): -0.116, atom 15 (S): 0.669

=====

No. 2
A 3-piece molecular cluster, CH8N2O2 overall in a non-equilibrium geometry. Source: OMol25; level of theory: ωB97M-V/def2-TZVPD.

CARTESIAN COORDINATES (ANGSTROEM)
1 H 1.37 -2.06 0.26
2 N 1.18 -1.16 -0.15
3 C 0.48 -1.25 -1.21
4 N -0.21 -0.23 -1.77
5 H 0.44 -2.20 -1.74
6 H -0.65 0.51 -1.24
7 H -0.85 -0.61 -2.46
8 O 0.45 1.42 0.59
9 H 1.01 0.64 0.40
10 H 0.86 2.28 0.48
11 O -1.77 0.86 2.36
12 H -1.04 1.13 2.93
13 H -1.28 0.66 1.55

Summary:
Highest occupied orbital energy in eV: -9.8
SMILES: [H]/N=C/N.O.O
Frontier orbital gap in eV: 10.552

What are the Löwdin partial charges on each atom? They are as follows, in elementary charge units: atom 1 (H): 0.044, atom 2 (N): 0.049, atom 3 (C): -0.353, atom 4 (N): 0.086, atom 5 (H): 0.118, atom 6 (H): 0.080, atom 7 (H): 0.090, atom 8 (O): -0.091, atom 9 (H): -0.005, atom 10 (H): 0.046, atom 11 (O): -0.082, atom 12 (H): 0.027, atom 13 (H): -0.010

=====

No. 3
One molecule with the formula C2H4O2S2 in a non-equilibrium geometry. Source: OMol25; level of theory: ωB97M-V/def2-TZVPD.

CARTESIAN COORDINATES (ANGSTROEM)
1 O 1.30 2.87 1.06
2 S 1.11 2.37 -0.33
3 S -1.20 2.07 -0.50
4 O -1.56 2.15 -1.89
5 C -0.76 0.35 -0.11
6 C 0.70 0.35 0.06
7 H -0.97 -0.40 -0.79
8 H -1.15 0.09 0.91
9 H 0.96 0.49 1.11
10 H 1.47 -0.29 -0.53

Summary:
Highest occupied orbital energy in eV: -8.9
SMILES: O=S1#S(=O)CC1
Frontier orbital gap in eV: 8.396

What are the Löwdin partial charges on each atom? They are as follows, in elementary charge units: atom 1 (O): -0.633, atom 2 (S): 0.797, atom 3 (S): 0.801, atom 4 (O): -0.553, atom 5 (C): -0.452, atom 6 (C): -0.310, atom 7 (H): 0.069, atom 8 (H): 0.105, atom 9 (H): 0.063, atom 10 (H): 0.113

=====

Respective LUMO energy values: -1.58; 0.79; -0.51 eV.
Respective relative energy (zero: lowest compared OMol25 entry of this formula, charge and spin) values: 469.1; 33.9; 307.9 kJ/mol.